[1]
Computed, not measured: 13 unconnected molecules or ions with the total composition C13H39N13O26, with wB97M-V/def2-TZVPD.

Atoms and positions in Å:
O: 0.71612 -6.24804 -0.72573
O: 9.50749 -3.35847 0.03095
O: 3.76510 3.14004 -4.66593
O: -3.57317 1.45186 -8.16096
O: -3.07333 0.70926 6.71957
O: -1.15688 -0.87036 -0.76387
O: 2.85609 -6.26295 -1.16498
O: -6.53682 3.58193 -2.19332
O: 1.95724 0.03523 -7.17892
O: 6.35107 5.07339 4.71703
O: 3.49602 5.24923 -4.93308
O: 3.47685 -0.17165 6.21756
O: -3.24786 -5.88419 5.43944
O: 6.04710 3.23786 3.87934
O: 3.55400 -1.19328 -7.98158
O: 0.03653 0.93836 -0.71767
O: -8.56788 3.43987 -1.57490
O: -7.70552 -3.58914 -0.77714
O: 7.50097 -3.68240 0.69484
O: -5.18335 0.94222 7.06496
O: -0.68021 9.78369 -0.43639
O: -5.10509 1.86340 -6.68884
O: -7.77738 -3.76899 -2.97202
O: -1.62860 8.23237 -1.49350
O: 4.36757 -2.18247 5.91101
O: -3.41853 -4.93058 3.49452
N: 2.72550 -0.93706 -7.04944
N: 5.58994 4.26475 4.18598
N: -3.89896 -5.53383 4.47533
N: -3.93098 1.68849 -7.01402
N: -0.99676 8.66966 -0.52519
N: 4.19352 -1.17757 6.54029
N: -7.19329 -3.94861 -1.85164
N: -4.23046 0.75403 6.34531
N: -0.22011 -0.22310 -0.37598
N: -7.54472 2.90302 -1.90135
N: 8.41180 -2.96067 0.36188
N: 1.88024 -6.32303 -0.41971
N: 3.93117 4.20011 -5.27546
C: -5.77302 -4.29506 -1.86918
C: 2.12813 -6.92648 0.91208
C: -4.57811 0.76038 4.88203
C: 0.64253 -0.81301 0.63938
C: 4.67582 4.20979 -6.54893
C: 2.70097 -1.70288 -5.81250
C: 4.18912 4.62137 3.93239
C: -2.99429 1.95305 -5.84745
C: 8.26235 -1.48950 0.45495
C: -0.45256 7.79236 0.53601
C: -7.37324 1.43451 -1.71600
C: -5.34086 -5.93522 4.57145
C: 4.95002 -0.95721 7.79198
H: -5.71641 -5.60057 5.53844
H: 3.45207 4.20199 4.61720
H: 1.02527 0.07668 1.13945
H: 0.60907 8.03842 0.55817
H: 4.75846 3.15965 -6.82908
H: 0.02327 -1.35419 1.35475
H: 3.99588 4.72335 -7.22867
H: 8.93025 -0.92740 -0.19777
H: 1.91923 -1.31012 -5.16233
H: 3.69964 -1.64066 -5.38019
H: -0.64174 6.76413 0.22770
H: 4.12564 5.70947 3.92146
H: 2.11383 -6.07480 1.59218
H: 5.61620 4.75375 -6.46004
H: -2.73195 0.98819 -5.41350
H: -5.66571 -5.36850 -1.71330
H: -5.39728 -7.02374 4.57722
H: 3.04595 -7.50355 1.02478
H: 1.25194 -7.52263 1.16698
H: -2.09738 2.38485 -6.29152
H: 7.20297 -1.28939 0.29439
H: 8.53548 -1.30077 1.49316
H: -7.15158 1.34405 -0.65261
H: 5.27152 0.07981 7.88861
H: 4.32725 -1.23495 8.64233
H: -6.53302 1.07602 -2.31065
H: 4.13364 4.27488 2.90042
H: -8.32821 0.96602 -1.95398
H: -5.97066 -5.56720 3.76151
H: -4.12176 1.63720 4.42265
H: 2.42900 -2.72518 -6.07522
H: -4.29005 -0.16851 4.38979
H: -0.95575 8.18389 1.42010
H: 1.50586 -1.26101 0.14740
H: -5.62852 0.86933 4.61210
H: -5.30271 -3.94173 -2.78682
H: 5.70738 -1.73052 7.66359
H: -5.38628 -3.80194 -0.97735
H: -3.49225 2.55084 -5.08404

Summary:
Charge: 0
Gap between HOMO and LUMO (eV): 10.26
Energy relative to the best compared isomer or geometry (same formula, charge and spin) (eV): 4.502

[2]
Computed, not measured: 2 unconnected molecules or ions with the total composition C6H8N, with wB97M-V/def2-TZVPD.

Atoms and positions in Å:
N: -0.87230 0.51089 -0.17642
C: -1.95580 0.11256 -0.09232
C: 1.65457 -0.15718 -0.35818
C: -3.31531 -0.17632 -0.24811
C: 2.67430 2.22764 0.13702
C: 1.83635 -1.27365 0.50354
C: 2.26152 1.05938 -0.17446
H: -3.75545 0.71111 -0.53603
H: -3.82714 -0.44647 0.72010
H: 3.10395 3.08654 0.43404
H: 0.92476 -1.86606 0.63778
H: 2.38234 -1.91457 -0.18750
H: 0.76391 -0.21591 -1.06212
H: -3.57566 -1.02606 -0.99643
H: 2.37090 -1.00747 1.39862

Summary:
Charge: +1
Gap between HOMO and LUMO (eV): 8.73
Energy relative to the best compared isomer or geometry (same formula, charge and spin) (eV): 5.556

Which value of energy relative to the best compared isomer or geometry (same formula, charge and spin) does entry 2 give?
5.556 eV

Which of these has the highest charge?
C6H8N

Which formula does entry 2 have?
C6H8N

Which formula does entry 1 have?
C13H39N13O26